1.
The following is a DFT calculation (ωB97M-V with the def2-TZVPD basis set) of C19H20BrCoNO9P2S as an isolated structure.

Calculated values
Net charge: +1
HOMO (alpha / beta) (eV): -11.940 / -11.939
Relative energy (zero: lowest compared OMol25 entry of this formula, charge and spin) (kJ/mol): 0.0
Multiplicity: 5
LUMO (alpha / beta) (eV): -2.42 / -5.62

```
54
Properties=species:S:1:pos:R:3:nbo_charge:R:1
Co -0.64342 -1.32911 0.17385 1.800
O 2.16373 -1.32077 -0.47238 -1.017
P 2.03083 -1.83941 1.04074 2.524
O 3.28146 -1.76065 1.77374 -1.052
O 0.71608 -1.10155 1.47708 -1.094
O 1.52753 -3.40570 0.81277 -1.075
P 0.07068 -3.69348 0.22258 2.538
O 0.05756 -5.21038 -0.12534 -0.961
O -0.97826 -3.17924 1.18708 -1.067
O -0.16186 -2.80758 -1.01885 -1.084
H 3.03713 -1.49709 -0.85069 0.526
H 0.52825 -5.79928 0.48362 0.541
O -5.96029 -0.70191 3.10535 -0.618
C -4.76759 -0.76518 2.50066 0.396
C -3.56118 -0.53284 3.15461 -0.317
C -2.40332 -0.62387 2.43170 0.096
N -2.39801 -0.91854 1.11820 -0.593
C -3.55956 -1.14923 0.51518 0.177
Br -3.44691 -1.58106 -1.31720 0.134
C -4.77271 -1.08081 1.14712 -0.318
H -5.86331 -0.50111 4.04349 0.498
H -3.52593 -0.29648 4.20973 0.243
H -1.43429 -0.46418 2.89093 0.244
H -5.69917 -1.26410 0.62443 0.265
O -0.58990 0.40968 -0.50310 -1.038
S -0.56344 1.88269 -0.93819 1.304
C -0.59902 1.74260 -2.73807 -0.595
C 0.47614 0.85602 -3.31002 -0.093
C 0.37373 -0.53019 -3.24435 -0.199
C 1.39421 -1.33464 -3.73994 -0.186
C 2.51895 -0.75607 -4.31398 -0.201
C 2.62247 0.62595 -4.39399 -0.217
C 1.60541 1.42643 -3.89157 -0.161
C 1.09828 2.43376 -0.64504 -0.640
C 1.33686 2.50006 0.84948 0.018
C 0.51845 3.27713 1.66407 -0.241
C 0.72939 3.31196 3.03551 -0.203
C 1.75629 2.56681 3.59683 -0.200
C 2.57474 1.79668 2.78844 -0.175
C 2.36480 1.76615 1.41469 -0.224
H -0.53446 2.77498 -3.09081 0.254
H -1.60617 1.36875 -2.92791 0.259
H -0.51085 -0.99096 -2.81206 0.215
H 1.30188 -2.41443 -3.67983 0.231
H 3.30851 -1.38160 -4.71454 0.228
H 3.49375 1.08232 -4.85078 0.229
H 1.68865 2.50749 -3.96019 0.207
H 1.14242 3.41916 -1.12487 0.254
H 1.76106 1.73954 -1.16254 0.270
H -0.28536 3.86904 1.22941 0.211
H 0.09608 3.92775 3.66382 0.223
H 1.91854 2.58779 4.66745 0.226
H 3.36565 1.19895 3.22140 0.236
H 3.00550 1.15975 0.78231 0.224
```


2.
The following is a DFT calculation (ωB97M-V with the def2-TZVPD basis set) of a single C19H20BrFN2O2S molecule.

Calculated values
HOMO (eV): -9.016
LUMO (eV): 0.48

```
46
Properties=species:S:1:pos:R:3:nbo_charge:R:1
C -4.47162 -1.48382 1.41890 -0.735
S -2.68298 -1.67117 1.65680 0.175
C -2.32749 -2.97601 0.42401 -0.522
C -2.30960 -2.50529 -1.02450 -0.413
C -1.13305 -1.58522 -1.36259 -0.147
N -1.28979 -0.28870 -0.74661 -0.667
C -0.67287 0.80382 -1.24402 0.662
O 0.05545 0.77578 -2.21541 -0.618
C -0.90752 2.06190 -0.46313 -0.111
C 0.21046 2.79508 -0.07588 -0.175
C 0.07494 3.97784 0.62680 -0.211
C -1.18783 4.45521 0.93823 -0.186
C -2.31251 3.75204 0.54431 -0.242
C -2.16462 2.56279 -0.14874 -0.069
Br -3.74650 1.65423 -0.69949 0.052
C 0.20044 -2.27215 -1.01189 0.680
O 0.57245 -3.26100 -1.60479 -0.629
N 0.88331 -1.70677 0.00189 -0.617
C 2.25332 -2.04827 0.31102 -0.243
C 3.15618 -0.84963 0.17148 -0.065
C 2.99555 0.02509 -0.89855 -0.189
C 3.80086 1.14241 -1.02304 -0.285
C 4.77505 1.37079 -0.06840 0.397
F 5.55953 2.46481 -0.17655 -0.327
C 4.96445 0.51310 0.99928 -0.284
C 4.14514 -0.59589 1.11327 -0.180
H -4.68182 -1.12695 0.41533 0.216
H -4.80536 -0.74981 2.14429 0.237
H -4.95599 -2.43834 1.60393 0.217
H -1.35737 -3.38217 0.70796 0.235
H -3.08573 -3.74656 0.56477 0.224
H -2.22612 -3.39034 -1.65819 0.241
H -3.24266 -1.99418 -1.27152 0.215
H -1.09947 -1.43111 -2.44937 0.253
H -1.82202 -0.25903 0.11756 0.428
H 1.18685 2.41625 -0.34018 0.234
H 0.95300 4.52963 0.92430 0.222
H -1.30329 5.38100 1.48060 0.221
H -3.30052 4.12436 0.76889 0.231
H 0.51699 -0.87273 0.43512 0.406
H 2.31621 -2.45255 1.32745 0.199
H 2.54054 -2.83510 -0.39527 0.247
H 2.23126 -0.15768 -1.63937 0.245
H 3.67978 1.82671 -1.84784 0.235
H 5.73575 0.71948 1.72423 0.229
H 4.27918 -1.27184 1.94495 0.212
```


3.
The following is a DFT calculation (ωB97M-V with the def2-TZVPD basis set) of C19H20BrFeN5O2S as an isolated structure.

Calculated values
Net charge: +1
HOMO (alpha / beta) (eV): -10.466 / -10.421
Relative energy (zero: lowest compared OMol25 entry of this formula, charge and spin) (kJ/mol): 0.0
Multiplicity: 6
LUMO (alpha / beta) (eV): -2.89 / -3.13

```
49
Properties=species:S:1:pos:R:3:nbo_charge:R:1
Fe 0.13989 0.71565 -0.36644 1.687
N 4.11793 -0.20037 1.05802 -0.321
C 3.37620 0.45130 0.16407 0.233
N 2.10580 0.27698 0.46608 -0.588
C 2.13550 -0.50319 1.58158 0.297
N 3.34426 -0.81906 1.97557 -0.229
C 0.89556 -0.93543 2.24074 0.100
C 0.89895 -1.77850 3.34295 0.047
N -0.23152 -2.16979 3.91897 -0.340
C -1.35871 -1.71044 3.38449 0.015
C -1.36401 -0.86150 2.28736 0.018
N -0.23258 -0.47062 1.71116 -0.423
H 5.12177 -0.27662 1.11323 0.439
H 3.76773 1.01512 -0.66721 0.243
H 1.83345 -2.13621 3.75831 0.226
H -2.28752 -2.02727 3.84176 0.218
H -2.29042 -0.49203 1.86896 0.222
Br -2.54552 0.73576 -0.70916 0.098
C -2.58784 -0.89162 -1.69502 -0.062
C -3.76418 -1.27254 -2.25038 -0.239
C -3.79744 -2.48049 -2.98305 -0.202
C -2.66951 -3.23114 -3.11623 -0.157
C -1.44087 -2.82342 -2.53345 -0.075
C -0.26296 -3.59372 -2.68680 -0.177
C 0.90905 -3.17605 -2.13945 -0.202
C 0.96410 -1.96278 -1.40548 -0.255
C -0.14725 -1.17994 -1.21908 -0.423
C -1.37465 -1.61052 -1.79525 -0.044
H -4.65656 -0.67137 -2.13832 0.235
H -4.72643 -2.79529 -3.43928 0.229
H -2.69076 -4.15560 -3.68133 0.222
H -0.31492 -4.51505 -3.25478 0.219
H 1.80959 -3.76478 -2.26684 0.218
H 1.92154 -1.66948 -0.99473 0.189
C 0.83052 2.36096 -2.95394 -0.233
O 0.66098 1.66539 -1.74922 -0.821
H 1.31211 1.72611 -3.69964 0.184
H 1.44927 3.24839 -2.80371 0.169
H -0.13356 2.68023 -3.35403 0.182
C 0.46408 3.43499 3.34116 -0.816
S 0.78094 3.36708 1.59587 1.279
C -0.15538 4.79445 1.10250 -0.819
O -0.03710 2.17966 1.12137 -1.055
H 0.90352 4.34890 3.74114 0.252
H 0.93847 2.56659 3.79456 0.253
H -0.61356 3.40905 3.50029 0.248
H 0.29962 5.68533 1.53518 0.252
H -1.18313 4.66721 1.44148 0.247
H -0.11445 4.84567 0.01602 0.258
```


4.
The following is a DFT calculation (ωB97M-V with the def2-TZVPD basis set) of C19H20Cl3GeN4Zn as an isolated structure.

Calculated values
Net charge: +2
HOMO (alpha / beta) (eV): -14.434 / -15.952
Relative energy (zero: lowest compared OMol25 entry of this formula, charge and spin) (kJ/mol): 17.5
Multiplicity: 2
LUMO (alpha / beta) (eV): -5.72 / -7.95

```
48
Properties=species:S:1:pos:R:3:nbo_charge:R:1
Zn -0.01249 0.10891 -0.41126 1.682
C -0.24996 -1.77255 1.79476 -0.217
C 0.26982 -2.71183 0.70298 -0.474
C -0.49747 -2.71267 -0.60016 0.244
C -0.96463 -3.90642 -1.13016 -0.222
C -1.63824 -3.91308 -2.34025 -0.091
C -1.83462 -2.71614 -3.01266 -0.220
C -1.35403 -1.56050 -2.43908 0.051
N -0.70430 -1.55247 -1.25970 -0.677
N 0.15687 -0.35719 1.60833 -0.577
C -0.73050 0.59233 2.30670 -0.271
C -0.84083 1.90969 1.57113 0.215
C -1.13093 3.08148 2.24334 -0.223
C -1.35145 4.24237 1.51629 -0.088
C -1.26943 4.20046 0.13309 -0.229
C -0.95399 3.00276 -0.47415 0.081
N -0.74061 1.87933 0.22644 -0.665
C 1.57771 -0.11008 1.95243 -0.278
C 2.53023 -0.17633 0.77508 0.216
C 3.88376 -0.39712 0.96473 -0.230
C 4.73049 -0.36918 -0.13324 -0.094
C 4.20023 -0.12919 -1.39357 -0.228
C 2.84008 0.06904 -1.50743 0.068
N 2.02212 0.05128 -0.44411 -0.649
H 0.09405 -2.12824 2.77044 0.221
H -1.34118 -1.80417 1.80468 0.224
H 0.22462 -3.72368 1.10447 0.263
H 1.32967 -2.52442 0.50597 0.239
H -0.79863 -4.82878 -0.59146 0.249
H -2.00472 -4.84261 -2.75491 0.255
H -2.35454 -2.67573 -3.95847 0.260
H -1.49393 -0.60138 -2.91874 0.225
H -0.42183 0.75661 3.34197 0.233
H -1.73210 0.15789 2.34504 0.247
H -1.19731 3.08080 3.32259 0.251
H -1.58492 5.16804 2.02440 0.256
H -1.44090 5.07975 -0.46993 0.261
H -0.87050 2.92533 -1.54975 0.222
H 1.90346 -0.79815 2.73705 0.236
H 1.65240 0.89858 2.36719 0.246
H 4.26711 -0.58562 1.95840 0.249
H 5.79161 -0.53686 -0.00732 0.255
H 4.82587 -0.10254 -2.27358 0.260
H 2.37941 0.24585 -2.47051 0.219
Cl -4.41202 1.15558 1.43759 -0.341
Ge -3.56167 -0.03033 -0.13058 1.042
Cl -4.49116 -1.95017 -0.22419 -0.333
Cl -3.78644 0.98540 -2.00744 -0.361
```


Values of M, in order: 639.22 439.35 518.22 548.76, all in g/mol.
Values of E, in order: -177028.251 -110699.618 -146831.592 -168480.066, all in eV.
Values of max |F|, in order: 1.072 0.548 0.880 0.147, all in eV/A.